Below is the molecule C20H31N3OS, with properties calculated with ωB97M-V with the def2-TZVPD basis set.

The geometry in XYZ format:
```
56
Properties=species:S:1:pos:R:3:forces:R:3
C -1.889860 1.222597 1.727602 -0.0225 -0.0307 0.0434
C -2.517922 1.357791 0.374502 0.0118 0.1054 -0.0035
C -3.286419 0.324372 -0.145628 0.0077 -0.0044 -0.0692
C -3.941941 0.461751 -1.354515 -0.0321 -0.0521 -0.0154
C -3.854452 1.650146 -2.057782 0.0065 0.0024 0.0351
C -3.079681 2.695611 -1.581435 0.1204 0.0020 0.0624
C -2.970269 3.988653 -2.331012 0.0029 -0.0719 -0.0091
C -2.387819 2.530435 -0.375880 -0.2863 -0.4117 -0.1745
N -1.597013 3.608756 0.084765 -0.2381 0.0271 -0.1880
C -0.342530 3.572185 0.612568 0.2804 0.2504 0.0517
S 0.060820 4.749389 1.713869 0.0332 0.5003 0.4336
N 0.529834 2.627039 0.199934 -0.3307 0.1373 0.0299
C 1.821315 2.489219 0.836284 0.2950 -0.1541 0.5302
C 2.130945 1.013770 1.075998 0.1128 -0.0196 -0.4185
C 2.077464 0.228445 -0.246364 -0.3150 0.0344 0.1220
N 2.354791 -1.195707 -0.141984 0.1129 -0.0361 -0.0501
C 3.759201 -1.506991 0.005474 -0.0578 0.0237 0.0082
C 1.517129 -1.943479 0.776998 -0.3162 -0.2454 -0.2934
C 0.987194 -3.239296 0.136352 0.2128 0.3047 -0.1348
C 1.931322 -4.447115 0.221578 -0.2107 0.0207 0.0017
C 0.973089 -5.611272 0.464791 -0.1463 0.1774 0.0668
C -0.099622 -4.929448 1.309091 0.0040 -0.3488 0.1525
O -0.226195 -3.623174 0.784423 0.0115 0.1104 0.0554
C 0.728012 0.466266 -0.932844 0.3268 0.2337 -0.0580
C 0.475445 1.964109 -1.086357 -0.2429 -0.3409 -0.3695
H -2.383152 0.435258 2.292453 -0.0174 -0.0341 0.0431
H -1.965426 2.155642 2.283711 0.0468 0.0301 0.0722
H -0.832597 0.974622 1.651003 0.0777 -0.0187 0.0666
H -3.380450 -0.593471 0.415925 -0.0074 -0.0916 0.0810
H -4.536002 -0.352114 -1.741540 -0.0615 -0.0812 -0.0339
H -4.387264 1.767708 -2.989953 -0.0413 0.0218 -0.1052
H -3.524613 4.773364 -1.814897 0.0024 0.1348 -0.0313
H -3.377596 3.887210 -3.333330 -0.0447 0.0314 -0.0576
H -1.931680 4.309579 -2.400518 0.0347 0.0689 -0.0216
H -2.098135 4.455064 0.323392 0.2207 -0.0888 0.0569
H 1.801440 3.037518 1.779668 0.0648 -0.0652 -0.2416
H 2.596859 2.932570 0.197176 -0.0572 0.0600 0.0257
H 3.124001 0.929137 1.519773 0.0309 -0.0085 0.0644
H 1.409887 0.603586 1.784790 -0.0222 -0.0147 0.0562
H 2.853849 0.636590 -0.906380 -0.0389 0.0186 0.0169
H 4.163391 -1.244124 0.995247 0.0411 -0.0186 0.0198
H 3.901128 -2.574510 -0.148908 0.1412 -0.0570 0.0270
H 4.329058 -0.974191 -0.754238 0.0817 -0.0170 -0.0299
H 2.044823 -2.179526 1.713179 -0.0562 0.0373 0.0353
H 0.631329 -1.363401 1.035901 0.0262 0.0381 0.0423
H 0.742934 -3.010933 -0.910337 0.0666 0.0126 0.1363
H 2.522159 -4.567311 -0.683171 0.0937 0.0195 -0.0041
H 2.603240 -4.337217 1.074772 0.0721 0.0193 0.0058
H 1.438068 -6.451257 0.975479 0.0105 -0.0705 -0.0139
H 0.545181 -5.955416 -0.477209 -0.0159 -0.0556 -0.0081
H -1.077832 -5.410679 1.250163 0.0704 -0.0117 0.0497
H 0.210763 -4.883432 2.363996 -0.0544 -0.0488 -0.0803
H -0.084275 0.019591 -0.361285 -0.0931 -0.0298 0.0524
H 0.737424 -0.004568 -1.915904 0.0010 -0.0475 -0.0372
H -0.487744 2.133627 -1.562229 0.1666 0.0355 -0.0224
H 1.258396 2.397032 -1.727156 -0.0791 0.0174 0.0269
```
Forces are in eV/Å.

As for the structure (SMILES): Cc1cccc(C)c1NC(=S)N1CCC(N(C)C[C@H]2CCCO2)CC1. The calculation puts the highest occupied orbital energy at -0.2889 hartree. As for the largest force on an atom: 0.7 eV/Å. The value obtained for the energy above the lowest of the compared OMol25 structures with the same formula, charge and spin is 0.5032 eV. The LUMO energy comes out at 0.755 eV.

---

Below is the molecule C20H31N5O3S, with properties calculated with ωB97M-V with the def2-TZVPD basis set.

The geometry in XYZ format:
```
60
Properties=species:S:1:pos:R:3:forces:R:3
C 1.199192 -2.479387 -3.164832 0.1262 0.1389 -0.2089
C 1.707524 -1.358647 -4.067938 -0.0783 -0.1185 0.1811
N 1.284263 -0.057876 -3.584784 -0.0020 0.0098 0.0573
C 1.164712 0.948772 -4.619323 0.1245 0.1078 -0.1884
C 2.447884 1.274796 -5.396504 -0.2581 -0.1026 0.2343
C 1.948360 0.396285 -2.380986 -0.3003 0.1394 0.1541
C 0.956394 1.107111 -1.451872 -0.0747 -0.1154 -0.1480
N 1.608921 1.538869 -0.236676 0.3068 0.0596 -0.4133
C 1.108439 1.392534 1.005574 0.5370 0.3818 0.0163
O 0.044392 0.853350 1.238137 -0.3231 -0.0375 0.0805
C 2.000353 2.022225 2.069856 -0.3081 -0.0542 0.2739
C 1.468835 1.844207 3.491639 0.1754 -0.1876 -0.0872
C 1.905843 0.522560 4.131158 0.0591 0.2398 -0.0257
N 1.179727 -0.618025 3.628050 -0.1197 0.1574 0.4210
C 1.600888 -1.358187 2.597215 -0.4986 -0.5897 0.2112
O 2.665361 -1.234622 2.024795 0.3996 0.1125 -0.3393
C 0.593905 -2.464718 2.219349 0.4250 -0.0076 0.2427
N -0.518948 -1.910165 1.476844 -0.4014 -0.0070 0.1345
C -0.476349 -1.888000 0.126810 -0.0921 0.0504 -0.4511
N -1.374773 -1.380524 -0.642095 0.3131 -0.2013 -0.5193
C -2.419827 -0.811779 -0.013670 -0.2790 0.0691 0.6856
S -3.715666 -0.047284 -0.851493 0.0662 -0.0555 0.5042
C -4.491254 0.345118 0.662811 0.3923 -0.2074 -0.1060
C -5.785755 1.078807 0.673914 0.0258 -0.0107 0.0501
C -3.786414 -0.086454 1.745844 -0.2114 0.1108 -0.2077
C -4.232535 0.122859 3.154799 -0.0110 0.0081 0.0370
C -2.588363 -0.759400 1.366537 0.0524 -0.0082 -0.6830
C -1.558331 -1.310745 2.200961 -0.0810 -0.0933 -0.3032
O -1.523180 -1.312773 3.425972 -0.0547 -0.0086 0.3128
H 1.287511 -3.435304 -3.675332 0.0362 -0.1494 0.0232
H 0.157251 -2.298897 -2.915550 -0.1492 -0.0134 0.0297
H 1.775713 -2.535475 -2.244894 0.0654 -0.0536 0.1403
H 2.803732 -1.435675 -4.170932 -0.0728 0.0035 -0.1089
H 1.268159 -1.487683 -5.059769 0.0779 0.0114 -0.0329
H 0.788153 1.861232 -4.152201 -0.0777 0.0025 -0.0746
H 0.402623 0.602196 -5.323822 -0.0318 0.1089 0.0258
H 3.237312 1.607782 -4.726344 0.1250 0.0475 0.0156
H 2.802468 0.402439 -5.939572 0.0783 -0.0625 -0.0822
H 2.250009 2.068957 -6.111606 0.0329 0.0865 -0.1049
H 2.357231 -0.462471 -1.847907 0.0584 0.0242 0.0295
H 2.786899 1.080415 -2.597614 0.0654 -0.1043 0.0152
H 0.145535 0.428875 -1.186422 0.0838 0.1035 -0.0818
H 0.522940 1.975666 -1.961637 -0.0519 -0.1237 -0.0071
H 2.503423 1.991063 -0.347282 -0.0654 -0.0089 0.1956
H 2.996513 1.583870 1.983814 0.0474 0.0542 -0.0553
H 2.074582 3.087724 1.835812 0.0434 -0.0279 -0.0511
H 0.377587 1.883612 3.468669 0.0108 0.0888 0.0737
H 1.832403 2.661392 4.116849 -0.0188 0.0234 0.0060
H 1.742393 0.567831 5.211638 0.0848 -0.0154 -0.0772
H 2.967826 0.346312 3.938784 -0.0717 0.0388 0.1298
H 0.205878 -0.717522 3.905856 0.1498 -0.1380 -0.1065
H 0.202963 -2.926311 3.130183 0.0407 0.0042 -0.1983
H 1.102301 -3.208882 1.604614 -0.0413 0.1387 0.0745
H 0.387284 -2.341246 -0.337507 0.1781 -0.1050 0.0940
H -6.118914 1.278284 -0.340537 -0.1464 0.0815 -0.0279
H -5.681072 2.026645 1.202621 -0.0601 0.0778 -0.0111
H -6.549646 0.494307 1.187331 -0.0962 0.0127 -0.0143
H -3.495951 -0.289704 3.836541 -0.0778 0.0397 0.0945
H -5.192281 -0.364216 3.326485 -0.0834 -0.0065 0.0834
H -4.354421 1.185877 3.359643 -0.0435 0.0806 0.0876
```
Forces are in eV/Å.

As for the structure (SMILES): CCN(CC)CCNC(=O)CCCNC(=O)Cn1cnc2sc(C)c(C)c2c1=O. The calculation puts the highest occupied orbital energy at -0.2915 hartree. As for the largest force on an atom: 0.8 eV/Å. The value obtained for the energy above the lowest of the compared OMol25 structures with the same formula, charge and spin is 0.0658 eV. The LUMO energy comes out at 0.715 eV.

---

Below is a structure of composition C20H31NO14 at a distorted geometry, with properties calculated with ωB97M-V with the def2-TZVPD basis set.

The geometry in XYZ format:
```
66
Properties=species:S:1:pos:R:3:forces:R:3
O 1.555337 -17.208650 38.353893 0.1086 -0.7113 -1.8880
C 1.041297 -16.247509 38.840999 0.3580 -0.8343 2.1816
O 0.108908 -15.451128 38.316105 1.0419 0.2244 0.0401
C -0.373742 -15.665944 37.009411 1.9022 1.3904 -1.8969
C -1.122125 -16.892612 36.799598 4.7243 0.7257 -0.0552
C 1.377910 -15.950440 40.288910 -0.0616 1.6863 -0.1869
H 0.446014 -15.541526 36.301873 0.4412 -0.1249 -0.0073
H -1.038826 -14.839554 36.758741 0.0927 0.2743 0.4716
H -1.850670 -16.905573 37.610244 5.7285 1.4188 -1.1197
H -0.531412 -17.803820 36.893665 0.3969 0.1212 -0.2271
H -1.500964 -16.818764 35.780216 -0.0270 0.1189 0.2552
H 1.660102 -14.897607 40.286780 0.1993 0.2558 0.2582
H 2.216809 -16.510536 40.701988 -0.2106 -0.2778 -0.5179
H 0.518117 -15.951012 40.958883 0.9073 -0.0737 -0.7113
C -5.926105 -14.701078 37.089992 -0.2884 -0.4265 -0.2776
C -4.596053 -14.111139 37.487626 -2.1208 -1.2087 -1.2416
C -4.581876 -13.818574 38.965414 -4.9691 -3.1063 -8.1992
C -4.748088 -14.899851 39.913295 -2.3645 -0.2489 -1.7562
N -4.975345 -15.797203 40.598928 -1.6555 2.3976 1.8380
H -6.723383 -13.974207 37.245264 -0.1930 -0.2219 -0.0933
H -6.071040 -15.566908 37.736086 -0.5986 -0.2000 -0.0369
H -5.882995 -15.046100 36.056950 -0.4178 0.0087 -0.1644
H -4.493830 -13.297603 36.769423 0.7543 0.6349 0.7854
H -3.920604 -14.926292 37.227989 0.2785 1.9966 -0.4582
H -5.312335 -13.062933 39.254412 0.0819 -0.3771 -0.5117
H -3.591735 -13.468364 39.257088 -1.3384 -1.0822 -7.3030
C -4.550326 -20.325384 38.337075 -0.8213 -1.4206 -0.2854
C -5.292660 -20.225707 37.015062 -0.5373 -1.3991 1.4144
O -4.838323 -19.009543 36.614105 1.7314 3.5805 -1.5213
C -3.569459 -18.806296 37.090597 0.1454 0.7672 -3.0188
O -2.773692 -17.907716 36.702772 -8.0609 -13.1347 -5.5849
O -3.335969 -19.694703 38.032677 1.7871 -0.3933 -0.1917
H -4.369792 -21.370152 38.590000 0.0413 0.3376 0.5879
H -5.047887 -19.697583 39.076262 -0.1694 -0.4660 0.3772
H -6.363023 -20.188972 37.217686 0.0168 -0.1460 -0.5028
H -4.980451 -20.950054 36.262771 -0.3327 -0.4515 0.2085
C -2.168022 -13.437354 40.762804 -0.4507 6.0017 5.5054
C -1.908805 -12.214806 41.610796 -0.6808 0.8605 0.1537
O -2.948230 -11.357502 40.995088 1.4572 1.4371 1.4644
C -3.894486 -12.063564 40.446328 -3.3114 5.2514 0.0879
O -4.964230 -11.507534 40.052022 4.0143 -2.3299 1.7234
O -3.469155 -13.320098 40.311941 5.3790 4.6055 14.0889
H -2.120978 -14.293858 41.435329 -1.3540 1.3850 0.7237
H -1.418844 -13.288881 39.985127 -1.8344 1.7077 -0.6915
H -0.897067 -11.827163 41.491550 -0.2751 0.4049 -0.6490
H -1.999717 -12.272329 42.695474 -0.9006 -0.1655 -0.0177
C -3.363346 -17.210076 39.488456 -0.6976 -1.9786 -1.5928
C -3.186770 -16.482843 38.184210 -4.8184 -0.1041 4.0639
O -2.389048 -15.473517 38.537778 0.6962 5.5666 -0.1054
C -1.834489 -15.615429 39.701036 3.3086 2.0077 0.8683
O -1.141371 -14.758070 40.288815 2.8483 -12.0997 -6.2197
O -2.156428 -16.835921 40.097569 -4.3728 2.1128 -1.3282
H -3.454723 -18.288730 39.360886 0.6958 0.4795 0.5484
H -4.218427 -16.801865 40.027249 1.2200 -1.9084 -0.1695
H -4.143358 -16.157528 37.775318 0.3165 -0.7657 0.2613
H -2.721032 -17.222964 37.533523 -2.8418 2.7142 2.8892
C -0.926562 -17.419479 41.674696 1.9274 -1.1213 3.0050
C -2.211540 -17.872422 42.443885 1.6497 1.3202 -0.8303
O -2.368359 -16.809581 43.417168 -0.5735 -1.2121 0.7545
C -1.527863 -15.792045 43.251652 0.5616 0.6199 0.7884
O -1.496307 -14.827493 44.008542 0.1808 -1.7312 -2.1498
O -0.748826 -16.019918 42.152325 -0.7730 -1.2875 2.0929
H -1.098655 -17.459101 40.599105 2.5497 -1.1757 2.1096
H -0.001262 -17.960193 41.873544 -0.0386 -0.0263 1.0616
H -2.011751 -18.873976 42.824768 -0.5505 0.3002 0.7040
H -3.099090 -17.792213 41.816256 0.0968 -0.5031 0.1990
```
Forces are in eV/Å.

The calculation puts the highest occupied orbital energy at -0.2924 hartree. As for the largest force on an atom: 16.4 eV/Å. The value obtained for the energy above the lowest of the compared OMol25 structures with the same formula, charge and spin is 19.2410 eV. The LUMO energy comes out at 0.089 eV.

---

> Number 2 is which compound?

C20H31N5O3S

---

> Among the records above, which one has the highest energy above the lowest of the compared OMol25 structures with the same formula, charge and spin?

C20H31NO14